1.
Entry from the Open Molecules 2025 dataset: an isolated ion of composition C20H30ClFN2PS and charge +1 at a distorted geometry (the ωB97M-V functional and the def2-TZVPD basis).

CARTESIAN COORDINATES (ANGSTROEM)
C -4.53805 -1.43719 -1.75069
C -3.73365 -1.25301 -3.15840
C -2.82577 -2.57777 -3.46365
C -1.25747 -2.15098 -3.29888
C -0.29280 -3.39400 -2.97597
C 0.49604 -3.27234 -1.56580
C -0.45921 -2.96280 -0.31224
C 0.22827 -2.09868 0.85042
C 0.22199 -2.69938 2.26757
F -0.37447 -3.98107 2.47229
N 0.76852 -2.00341 3.40603
P 0.66552 -2.86933 4.99179
S 2.36351 -3.58533 5.59036
C 1.38121 -0.67207 3.35584
Cl 1.92328 -0.03074 4.94986
C 1.48508 0.00889 1.97341
C 2.12530 1.41273 1.82710
C 2.76942 2.32434 2.95236
C 2.13254 2.02702 0.37894
N 2.69222 3.39301 0.16712
C 1.73591 4.44110 0.67964
C 1.17288 5.42099 -0.45869
C -0.13722 6.16147 0.16143
C 1.58872 1.31005 -0.89363
C 0.95089 -0.08798 -0.74761
C 0.90277 -0.70265 0.67680
H -3.76934 -1.20785 -0.92779
H -4.85439 -2.53425 -1.69300
H -5.41947 -0.70885 -1.67546
H -4.45590 -1.04380 -4.02257
H -3.07766 -0.31013 -3.02930
H -3.11158 -3.46349 -2.79431
H -3.06691 -2.84960 -4.56244
H -1.25376 -1.31839 -2.51464
H -0.96523 -1.67649 -4.30726
H -0.84171 -4.40276 -3.04816
H 0.51548 -3.40433 -3.80036
H 0.94489 -4.32400 -1.38019
H 1.38891 -2.57229 -1.68190
H -1.42735 -2.38969 -0.59197
H -0.83455 -3.98677 0.07272
H 0.19049 -1.92432 5.97674
H -0.30362 -3.92937 4.95304
H 1.89246 2.74784 3.58129
H 3.48076 1.75803 3.66715
H 3.35205 3.22827 2.57808
H 2.80046 3.50187 -0.85543
H 2.25310 4.97992 1.54896
H 0.83991 3.86008 1.13192
H 1.93959 6.26470 -0.65298
H 0.91824 4.85602 -1.43395
H -0.38918 7.13072 -0.41204
H -1.02241 5.41790 0.14820
H 0.09677 6.38522 1.26565
H 1.63836 1.79063 -1.92488
H 0.55620 -0.59570 -1.69051

The LUMO energy is -5.12 eV. The spin multiplicity is 1. As for the calculated total energy: -2188.6401 a.u. The calculation puts the orbital gap at 6.3073 eV. The charge is +1. As for the SMILES: CCCCCCCc1c(F)[n+]([PH2]=S)c(Cl)c2c(C)c(NCCC)ccc12.

---

2.
Entry from the Open Molecules 2025 dataset: one molecule with the formula C20H30ClN3O3 (the ωB97M-V functional and the def2-TZVPD basis).

CARTESIAN COORDINATES (ANGSTROEM)
C -2.61292 -2.36948 -4.36938
C -2.05281 -1.95903 -3.01297
C -0.52333 -1.94974 -2.95263
C 0.04568 -3.36570 -3.00995
C -0.04756 -1.22178 -1.69004
C 1.48073 -1.23734 -1.51214
C 1.88570 -0.25053 -0.43125
O 2.36494 0.84174 -0.70962
N 1.58783 -0.64507 0.82407
C 1.91814 0.08127 2.05712
C 3.42992 0.16523 2.20539
O 3.97773 -1.15180 2.16373
C 1.24881 1.46782 2.09645
C -0.14066 1.26198 2.73753
C -0.23820 -0.23195 3.09052
C -1.06920 -0.51535 4.33080
C 1.22669 -0.65810 3.20432
N -0.49140 0.16588 -1.67301
C -1.31777 0.65448 -0.71582
O -1.96864 -0.05219 0.03604
C -1.39963 2.15046 -0.63502
C -2.59753 2.72479 -0.22345
N -2.77101 4.03396 -0.08163
C -1.73460 4.82764 -0.33045
C -0.49941 4.34043 -0.73085
Cl 0.80939 5.44140 -1.00589
C -0.31588 2.97996 -0.89329
H -3.70247 -2.33257 -4.36719
H -2.26032 -1.69696 -5.15452
H -2.32283 -3.38362 -4.64639
H -2.42109 -0.96130 -2.76542
H -2.43005 -2.62433 -2.22939
H -0.14645 -1.38472 -3.81681
H -0.22623 -3.91911 -2.10615
H -0.35061 -3.91287 -3.86407
H 1.13163 -3.37247 -3.10011
H -0.52189 -1.68899 -0.82299
H 1.82310 -2.24222 -1.26269
H 1.97079 -0.92615 -2.43627
H 1.30243 -1.60381 0.93961
H 3.84599 0.77026 1.39631
H 3.65224 0.65273 3.15897
H 4.68160 -1.21907 2.81205
H 1.86100 2.12274 2.72173
H 1.22739 1.91563 1.10700
H -0.23077 1.86066 3.64760
H -0.95725 1.56133 2.08053
H -0.69241 -0.75237 2.24135
H -0.64014 -0.01493 5.20336
H -2.09067 -0.15299 4.20503
H -1.11871 -1.58462 4.54546
H 1.38949 -1.73736 3.17008
H 1.64276 -0.29255 4.14982
H 0.04975 0.82444 -2.21069
H -3.44104 2.08298 -0.00002
H -1.88013 5.89380 -0.20269
H 0.65989 2.58951 -1.16207

The LUMO energy is 0.43 eV. The spin multiplicity is 1. As for the calculated total energy: -1630.3531 a.u. The calculation puts the orbital gap at 9.9507 eV. The charge is 0. As for the SMILES: CC[C@H](C)[C@@H](CC(=O)N[C@@]1(CO)CC[C@H](C)C1)NC(=O)c1cncc(Cl)c1. Its energy relative to the best compared isomer or geometry (same formula, charge and spin) is 3.59 kJ/mol.

---

3.
Entry from the Open Molecules 2025 dataset: C20H30F2HgN5O7S2Ti as an isolated structure at a distorted geometry (the ωB97M-V functional and the def2-TZVPD basis).

CARTESIAN COORDINATES (ANGSTROEM)
Ti 3.17364 0.40331 3.17830
Hg 3.20219 1.70049 0.24181
O 2.00563 2.34533 2.21238
C 0.91515 2.11391 3.03577
C 0.31534 3.30867 3.85022
O 0.02551 4.43146 3.11312
H 1.15199 1.37017 3.84190
H 0.09742 1.60823 2.50914
H 1.08294 3.54263 4.59496
H -0.62470 2.93398 4.26494
N 1.80970 0.16074 -0.64779
S 0.72325 -0.72030 -0.00394
O 0.86428 -2.13889 -0.11778
O -0.60200 -0.17210 0.15751
F 1.31476 -0.56027 1.53968
S 1.11322 -0.04252 -2.25763
O 0.01907 0.80067 -2.56411
O 1.24873 -1.33622 -2.84498
F 2.32714 0.69174 -3.02565
N 1.43988 -4.27803 -3.04038
C 0.90666 -5.49024 -3.37941
C 1.39667 -6.41860 -2.48696
C 2.21985 -5.72804 -1.55938
C 2.24544 -4.40962 -1.95033
H 1.22123 -3.41395 -3.50273
H 0.26358 -5.62932 -4.23069
H 1.16615 -7.47111 -2.48158
H 2.76676 -6.21360 -0.76868
H 2.70459 -3.53389 -1.52653
N -1.82236 -2.69030 3.28948
C -1.50147 -2.86355 4.60842
C -1.61476 -1.63702 5.24137
C -1.90391 -0.70333 4.23737
C -2.01192 -1.36485 3.03978
H -1.97635 -3.43501 2.63519
H -1.19413 -3.79726 5.04804
H -1.41555 -1.40821 6.27489
H -2.07692 0.36073 4.29461
H -2.31384 -0.95800 2.08961
N -3.10215 0.57817 -2.65302
C -3.97949 0.25540 -3.69129
C -4.98647 -0.46322 -3.10693
C -4.77555 -0.54445 -1.72536
C -3.54921 0.05505 -1.50003
H -2.24014 1.06012 -2.82225
H -3.74136 0.58871 -4.68493
H -5.80609 -1.01545 -3.54696
H -5.31604 -1.14636 -1.01516
H -2.97889 0.12318 -0.59354
N -2.31225 2.07789 0.77686
C -2.51517 3.02510 -0.19908
C -3.47220 3.89541 0.23698
C -3.81847 3.52796 1.56172
C -3.14470 2.35305 1.82887
H -1.58022 1.38224 0.78730
H -2.07554 2.98295 -1.18078
H -3.92213 4.68371 -0.34361
H -4.56864 3.99778 2.17544
H -3.22708 1.70674 2.68435
C 6.10825 3.39713 -2.06531
C 5.79188 1.94685 -2.44609
O 4.76167 1.30239 -1.67274
H 6.42622 3.94078 -2.95331
H 6.97804 3.35082 -1.41026
H 5.29823 3.95765 -1.60428
H 6.69648 1.34845 -2.30969
H 5.55602 1.90096 -3.51311
H 4.83216 0.37318 -1.92376

The LUMO energy (spin up / spin down) is -3.36 / -3.64 eV. The spin multiplicity is 4. As for the calculated total energy: -3579.1085 a.u. The calculation puts the orbital gap (spin up / spin down) at 3.6867 / 3.7986 eV. The charge is 0. Its energy relative to the best compared isomer or geometry (same formula, charge and spin) is 0.00 kJ/mol.